This record from OMol25 describes a structure of composition C7H18ClIO2PPtS. The level of theory is ωB97M-V/def2-TZVPD.

Structure (ORCA input):
```
! wB97M-V def2-TZVPD RIJCOSX def2/J DEFGRID3
* xyz 3 5
C 1.15 1.15 -2.13
P -0.42 0.85 -1.27
S 0.30 1.38 2.44
C 1.53 -1.01 0.33
O 2.70 -1.00 0.35
H 1.56 0.19 -2.50
H 0.95 1.82 -2.98
Cl -2.45 -0.44 0.77
C -1.05 2.48 -0.80
H 0.84 3.55 2.95
H 1.86 1.62 -1.44
I 0.43 -3.84 -1.30
Pt -0.27 -0.82 0.24
H -2.00 2.35 -0.28
H -0.13 0.13 4.39
H -1.66 0.93 -3.30
O -1.16 1.75 2.27
H -1.18 3.06 -1.73
H 0.25 -1.02 3.03
H 0.18 2.61 4.31
H -1.20 -5.67 -2.44
H 0.41 -6.45 -2.08
H 0.22 -5.36 -3.52
C -1.57 0.18 -2.50
C 0.91 2.62 3.51
C -0.10 -5.56 -2.49
H 1.54 -0.07 3.80
H -2.54 0.00 -1.98
C 0.48 -0.05 3.50
H -1.16 -0.78 -2.88
H -0.34 2.99 -0.14
H 1.91 2.41 3.84
*
```

Properties
- LUMO energy (alpha / beta) (hartree) = -0.39625 / -0.53868
- energy above the lowest of the compared OMol25 structures with the same formula, charge and spin (eV) = 0.000